Density functional theory data (ωB97M-V with the def2-TZVPD basis set) for a cluster of 10 separate species, C37H78N2O9S11 in total.

Geometry as XYZ:
```
137
Properties=species:S:1:pos:R:3:lowdin_charge:R:1
C 1.792 -2.014 3.564 -0.07
N 0.466 -2.556 3.363 -0.06
C 0.404 -3.970 3.209 -0.21
C 1.539 -4.767 3.234 -0.02
C 1.452 -6.112 3.002 -0.03
C 0.251 -6.743 2.763 -0.23
C 0.215 -8.198 2.519 -0.17
C -1.151 -8.847 2.660 -0.20
C -1.664 -8.941 4.102 -0.28
N -3.041 -8.508 4.369 -0.01
C -0.899 -5.955 2.765 -0.04
C -0.817 -4.578 2.958 -0.44
S -2.273 -3.601 2.842 1.04
C -1.848 -2.442 4.080 -0.47
C -2.840 -1.942 4.910 -0.09
C -2.547 -0.983 5.859 -0.05
C -1.250 -0.502 5.991 -0.24
C -0.909 0.526 7.030 -0.15
C -1.709 1.835 7.000 -0.29
C -2.187 2.288 5.641 -0.56
S -2.317 4.108 5.675 0.71
C -0.258 -1.020 5.160 0.03
C -0.530 -2.002 4.205 -0.23
H 2.201 -2.241 4.546 0.11
H 2.477 -2.385 2.817 0.06
H 1.744 -0.943 3.444 0.07
H 2.516 -4.368 3.413 0.09
H 2.358 -6.691 2.996 0.12
H 0.537 -8.371 1.499 0.07
H 0.922 -8.706 3.165 0.13
H -1.868 -8.322 2.042 0.10
H -1.052 -9.841 2.242 0.11
H -1.553 -9.959 4.454 0.10
H -1.025 -8.321 4.717 0.11
H -3.060 -7.508 4.497 0.05
H -3.636 -8.717 3.580 0.06
H -1.864 -6.390 2.596 0.09
H -3.844 -2.313 4.815 0.10
H -3.320 -0.613 6.507 0.12
H 0.133 0.786 6.891 0.11
H -1.002 0.084 8.015 0.12
H -2.541 1.794 7.690 0.11
H -1.053 2.608 7.379 0.08
H -1.502 2.004 4.858 0.07
H -3.171 1.905 5.430 0.06
H -2.276 4.349 4.364 -0.17
H 0.736 -0.645 5.303 0.10
C 5.604 -3.673 -0.441 -0.26
S 4.355 -3.464 0.820 0.80
O 3.726 -4.791 1.078 -0.56
C 3.206 -2.530 -0.192 -0.25
H 6.408 -4.272 -0.016 0.05
H 5.168 -4.192 -1.296 0.05
H 5.977 -2.687 -0.719 0.01
H 2.940 -3.124 -1.068 0.03
H 3.665 -1.587 -0.487 0.06
H 2.318 -2.328 0.405 0.03
C 0.297 2.356 0.728 -0.28
S 0.808 0.663 0.997 0.80
O 1.209 0.111 -0.328 -0.56
C -0.823 0.012 1.357 -0.25
H 1.176 2.934 0.448 0.05
H -0.445 2.390 -0.070 0.05
H -0.128 2.756 1.649 0.05
H -1.480 0.208 0.509 0.07
H -1.210 0.482 2.260 0.05
H -0.721 -1.060 1.520 0.03
C 2.960 -7.397 -2.141 -0.26
S 1.778 -7.110 -0.824 0.82
O 1.126 -8.425 -0.545 -0.55
C 0.623 -6.163 -1.815 -0.26
H 3.756 -8.014 -1.731 0.05
H 2.468 -7.913 -2.965 0.06
H 3.362 -6.443 -2.483 0.03
H 0.297 -6.752 -2.672 0.07
H 1.123 -5.252 -2.142 0.02
H -0.232 -5.911 -1.190 0.05
C 9.189 -0.012 0.575 -0.27
S 7.642 0.430 -0.219 0.82
O 7.062 -0.837 -0.741 -0.56
C 8.375 1.270 -1.625 -0.27
H 8.945 -0.594 1.461 0.05
H 9.789 -0.610 -0.111 0.06
H 9.718 0.896 0.864 0.05
H 9.033 0.581 -2.154 0.06
H 8.926 2.142 -1.276 0.05
H 7.563 1.583 -2.276 0.05
C -0.947 5.401 -1.305 -0.28
S -2.066 5.687 0.058 0.81
O -2.457 4.348 0.604 -0.57
C -3.383 6.220 -1.024 -0.28
H -0.011 4.997 -0.925 0.04
H -1.412 4.707 -2.004 0.03
H -0.762 6.353 -1.802 0.04
H -3.614 5.420 -1.725 0.05
H -3.074 7.111 -1.562 0.02
H -4.255 6.449 -0.417 0.05
C -7.333 8.750 -3.109 -0.27
S -5.673 8.788 -3.794 0.82
O -4.827 7.994 -2.860 -0.56
C -5.355 10.515 -3.431 -0.26
H -7.698 7.729 -3.196 0.05
H -7.303 9.046 -2.061 0.06
H -7.974 9.420 -3.683 0.05
H -5.464 10.687 -2.360 0.06
H -6.049 11.136 -3.996 0.06
H -4.336 10.727 -3.746 0.03
C 3.030 -2.603 -5.575 -0.27
S 2.406 -3.625 -4.240 0.78
O 2.608 -5.041 -4.645 -0.55
C 0.670 -3.245 -4.497 -0.26
H 4.109 -2.735 -5.610 0.05
H 2.583 -2.928 -6.514 0.06
H 2.793 -1.559 -5.371 0.06
H 0.390 -3.523 -5.513 0.06
H 0.506 -2.182 -4.324 0.06
H 0.094 -3.826 -3.781 0.04
C -2.418 2.512 -5.431 -0.27
S -2.413 4.302 -5.320 0.81
O -1.564 4.649 -4.143 -0.57
C -4.115 4.520 -4.809 -0.25
H -1.410 2.198 -5.692 0.05
H -2.702 2.090 -4.467 0.06
H -3.115 2.203 -6.210 0.05
H -4.286 3.972 -3.882 0.06
H -4.775 4.162 -5.599 0.06
H -4.267 5.588 -4.650 0.04
C -0.267 8.080 -5.239 -0.25
S -1.754 8.117 -4.239 0.78
O -2.895 8.295 -5.179 -0.56
C -1.447 9.725 -3.498 -0.26
H -0.296 7.163 -5.823 0.05
H -0.252 8.948 -5.899 0.06
H 0.605 8.072 -4.586 0.06
H -1.353 10.479 -4.280 0.06
H -0.540 9.678 -2.896 0.06
H -2.298 9.951 -2.858 0.04
```

Properties
- E (eV) = -180223.473
- largest force on an atom (eV/Å) = 1.0